1.
Formula: C28H64B2F12MgN2O20S4
Source: OMol25
Level of theory: ωB97M-V with the def2-TZVPD basis set

HOMO-LUMO gap (eV): 3.74
Net charge: -2
DFT total energy (eV): -156730.8272

Last column: Mulliken charge in e.
Positions of all 133 atoms, in Å:
Mg 14.60 17.98 12.32  1.075
C 8.06 23.70 14.45  0.658
F 8.54 22.73 15.19  -0.221
F 8.12 23.35 13.11  -0.218
F 6.82 23.86 14.97  -0.202
S 9.04 25.37 14.65  0.980
O 9.92 25.56 13.51  -0.630
O 7.98 26.36 14.67  -0.591
N 10.02 25.31 16.19  -0.459
S 9.07 25.75 17.36  1.005
O 7.65 25.40 17.27  -0.608
O 9.64 25.46 18.65  -0.660
C 9.13 27.76 17.21  0.638
F 9.28 28.18 18.44  -0.233
F 10.05 28.18 16.38  -0.221
F 7.90 28.17 16.78  -0.240
C 18.91 15.46 8.36  0.711
F 19.48 14.59 7.58  -0.233
F 19.81 16.45 8.61  -0.215
F 17.86 15.96 7.70  -0.230
S 18.34 14.57 9.97  0.870
O 16.99 14.03 9.73  -0.625
O 19.31 13.53 10.35  -0.560
N 18.17 15.94 11.08  -0.418
S 19.57 15.90 11.84  1.043
O 20.73 15.70 10.99  -0.582
O 19.64 17.07 12.71  -0.719
C 19.40 14.39 13.21  0.681
F 20.52 13.67 13.08  -0.246
F 19.39 14.85 14.48  -0.237
F 18.30 13.64 13.04  -0.224
B 14.25 21.52 13.76  0.460
H 14.32 22.60 13.78  -0.165
H 13.45 21.21 13.11  -0.296
H 15.17 21.06 13.43  -0.355
H 14.07 21.28 14.79  -0.214
B 13.81 16.33 15.33  0.499
H 13.09 17.09 15.06  -0.268
H 13.52 15.82 16.23  -0.108
H 13.89 15.63 14.51  -0.331
H 14.75 16.86 15.40  -0.302
C 15.98 26.73 15.15  -0.820
O 16.37 25.76 16.10  -0.213
C 17.73 25.46 16.00  -0.372
C 18.19 24.46 17.07  -0.727
O 17.04 23.76 17.54  -0.126
C 17.29 22.85 18.63  -0.679
C 16.07 22.72 19.49  -0.414
O 14.92 22.92 18.70  -0.221
C 13.91 21.91 18.96  -0.892
H 15.75 26.30 14.18  0.291
H 16.78 27.43 14.92  0.335
H 15.19 27.30 15.63  0.250
H 18.29 26.35 16.28  0.311
H 17.93 25.04 15.02  0.291
H 18.54 25.09 17.89  0.325
H 19.03 23.79 16.87  0.380
H 18.14 23.03 19.30  0.349
H 17.56 21.90 18.17  0.330
H 16.17 23.43 20.32  0.265
H 16.05 21.71 19.89  0.337
H 13.57 22.02 19.99  0.391
H 14.13 20.85 18.81  0.344
H 13.02 22.13 18.38  0.255
C 17.26 15.73 23.92  -0.784
O 18.23 16.24 24.86  -0.264
C 19.48 15.60 24.65  -0.456
C 20.62 16.50 25.11  -0.623
O 20.56 16.97 26.46  -0.362
C 19.80 18.23 26.63  -0.348
C 19.82 18.73 28.10  -0.505
O 18.83 19.77 28.38  -0.337
C 18.68 19.96 29.73  -0.705
H 16.24 15.99 24.20  0.255
H 17.30 14.64 23.93  0.298
H 17.44 15.97 22.87  0.321
H 19.76 15.43 23.61  0.371
H 19.38 14.62 25.13  0.370
H 20.60 17.39 24.48  0.339
H 21.51 15.91 24.86  0.361
H 18.75 18.03 26.44  0.285
H 20.08 19.11 26.05  0.268
H 20.81 19.10 28.36  0.307
H 19.65 17.85 28.73  0.374
H 17.95 19.22 30.07  0.266
H 18.34 20.96 29.99  0.261
H 19.62 19.87 30.27  0.308
C 12.51 24.57 6.28  -0.770
O 13.33 23.42 6.26  -0.314
C 14.29 23.28 7.30  -0.481
C 14.85 21.85 7.38  -0.722
O 13.98 20.77 7.87  -0.236
C 12.83 20.58 7.05  -0.164
C 12.02 19.47 7.67  -0.645
O 12.24 19.19 9.01  -0.171
C 11.31 18.20 9.51  -0.760
H 12.03 24.67 7.26  0.356
H 11.69 24.36 5.60  0.236
H 13.01 25.49 5.97  0.293
H 13.88 23.58 8.26  0.368
H 15.10 24.00 7.14  0.436
H 15.56 21.72 8.20  0.327
H 15.39 21.49 6.50  0.357
H 13.08 20.31 6.02  0.284
H 12.22 21.48 7.06  0.132
H 12.26 18.60 7.05  0.314
H 10.98 19.72 7.45  0.319
H 11.41 17.27 8.94  0.356
H 10.30 18.58 9.39  0.305
H 11.57 17.79 10.48  0.181
C 3.04 9.12 13.56  -0.728
O 4.18 9.68 14.09  -0.297
C 4.01 11.06 14.49  -0.591
C 5.33 11.70 14.93  -0.549
O 5.62 11.30 16.28  -0.237
C 6.97 11.65 16.64  -0.506
C 7.26 11.27 18.14  -0.652
O 7.40 9.92 18.39  -0.365
C 6.24 9.09 18.56  -0.584
H 2.30 9.07 14.36  0.302
H 3.33 8.11 13.26  0.239
H 2.68 9.61 12.65  0.296
H 3.24 11.05 15.26  0.351
H 3.54 11.61 13.67  0.442
H 5.23 12.78 14.89  0.343
H 6.08 11.31 14.24  0.295
H 7.08 12.73 16.51  0.393
H 7.68 11.18 15.96  0.345
H 6.46 11.70 18.75  0.342
H 8.09 11.81 18.59  0.419
H 5.49 9.52 19.23  0.288
H 6.67 8.14 18.86  0.238
H 5.62 8.94 17.67  0.217

2.
Formula: C28H64Br4N8O8
Source: OMol25
Level of theory: ωB97M-V with the def2-TZVPD basis set

⟨S²⟩: 0.767
HOMO-LUMO gap (alpha / beta) (eV): 8.41 / 3.28
Net charge: +1
DFT total energy (eV): -338534.4976
2S+1: 2

Last column: Mulliken charge in e.
Positions of all 112 atoms, in Å:
Br 4.68 2.58 -1.24  -0.165
C 4.35 1.12 0.18  -0.213
C 3.78 -0.14 -0.52  -0.155
Br 3.50 -1.65 0.76  -0.142
H 3.66 1.49 0.94  -0.064
H 5.33 0.91 0.60  0.544
H 4.50 -0.58 -1.21  0.531
H 2.80 0.09 -0.93  -0.273
Br 2.48 -1.40 -5.29  -0.137
C 1.82 0.43 -5.80  -0.085
C 2.51 1.39 -4.90  -0.266
Br 4.45 1.41 -5.29  -0.126
H 0.74 0.48 -5.68  -0.244
H 1.97 0.56 -6.87  0.465
H 2.32 1.01 -3.89  -0.091
H 2.10 2.41 -4.91  0.458
C -2.74 -0.22 3.81  0.152
O -3.62 0.61 3.59  -0.569
N -2.61 -1.36 3.12  0.199
C -1.63 -2.35 3.62  -0.816
C -3.59 -1.85 2.13  -0.914
H -2.01 -0.20 4.63  0.307
H -2.16 -3.27 3.84  0.383
H -1.02 -2.01 4.45  0.315
H -0.87 -2.58 2.87  0.164
H -4.41 -1.14 2.01  0.378
H -3.19 -2.01 1.13  0.073
H -3.97 -2.81 2.46  0.468
C 2.17 2.18 4.03  0.015
O 2.33 1.78 2.90  -0.591
N 3.10 2.72 4.79  0.203
C 2.79 3.13 6.13  -0.921
C 4.48 2.78 4.24  -0.808
H 1.18 2.26 4.50  0.347
H 1.82 2.80 6.52  0.341
H 2.74 4.21 6.24  0.331
H 3.54 2.72 6.80  0.317
H 4.63 2.45 3.22  0.087
H 4.69 3.84 4.33  0.385
H 5.15 2.24 4.92  0.349
C -2.18 -1.49 -5.02  0.119
O -2.65 -2.64 -5.34  -0.674
N -2.68 -0.37 -5.50  0.127
C -2.13 0.91 -4.99  -0.801
C -3.54 -0.16 -6.66  -1.004
H -1.38 -1.47 -4.27  0.416
H -2.86 1.69 -4.77  0.397
H -1.49 1.36 -5.74  0.344
H -1.66 0.79 -4.02  0.022
H -3.04 0.00 -7.62  0.323
H -4.09 -1.08 -6.85  0.366
H -4.29 0.57 -6.36  0.344
C -2.94 -4.96 0.46  0.211
O -3.21 -6.05 0.90  -0.654
N -3.25 -4.59 -0.80  0.211
C -2.79 -3.33 -1.38  -0.133
C -3.76 -5.64 -1.73  -1.127
H -2.43 -4.18 1.06  0.301
H -3.48 -2.87 -2.09  0.359
H -1.87 -3.54 -1.92  0.352
H -2.40 -2.60 -0.67  -0.643
H -2.99 -6.04 -2.39  0.345
H -4.11 -6.47 -1.12  0.404
H -4.66 -5.36 -2.26  0.329
C -2.84 3.63 1.22  -0.016
O -2.21 3.28 2.23  -0.524
N -3.32 2.79 0.29  0.313
C -3.85 3.23 -0.96  -1.045
C -3.09 1.39 0.46  -0.392
H -3.05 4.70 1.02  0.345
H -3.15 3.08 -1.78  0.334
H -4.28 4.23 -0.92  0.388
H -4.76 2.67 -1.15  0.339
H -2.45 1.01 -0.33  0.024
H -2.69 1.09 1.43  -0.340
H -3.97 0.76 0.31  0.520
C 1.06 -4.43 1.00  0.376
O 0.21 -4.28 0.08  -0.583
N 1.27 -5.69 1.51  0.151
C 2.41 -6.07 2.33  -0.972
C 0.42 -6.84 1.05  -0.803
H 1.68 -3.62 1.42  -0.017
H 3.00 -5.22 2.68  0.289
H 3.11 -6.59 1.69  0.393
H 2.22 -6.70 3.20  0.317
H 0.91 -7.26 0.18  0.353
H 0.44 -7.66 1.77  0.343
H -0.62 -6.64 0.81  0.100
C 4.24 5.57 1.15  0.285
O 5.07 6.41 0.88  -0.637
N 2.99 5.67 0.65  0.154
C 1.96 4.67 0.83  -0.671
C 2.69 6.84 -0.19  -1.019
H 4.32 4.65 1.75  0.203
H 2.07 4.07 1.74  0.111
H 1.69 4.11 -0.06  0.199
H 1.11 5.34 0.96  0.369
H 3.55 7.45 -0.48  0.315
H 2.17 6.60 -1.12  0.321
H 1.93 7.41 0.34  0.373
C 0.01 -0.73 -1.04  0.013
O 0.19 -0.47 -2.19  -0.279
N 0.14 0.19 -0.05  1.331
C -0.19 -0.12 1.32  -0.043
C 0.63 1.53 -0.36  -0.789
H -0.43 -1.67 -0.68  0.209
H -0.80 -1.02 1.41  -0.875
H -0.60 0.75 1.84  0.451
H 0.75 -0.35 1.82  0.284
H -0.20 2.22 -0.19  0.469
H 1.36 1.90 0.36  -0.063
H 1.01 1.65 -1.38  0.237